This record from the OMol25 dataset describes C2H4ClNS as an isolated structure. The level of theory is ωB97M-V/def2-TZVPD.

Summary:
E_tot ... -26981.173 eV
Total charge ... 0
Energy above the lowest of the compared OMol25 structures with the same formula, charge and spin ... 125.7 kcal/mol
HOMO energy ... -9.0 eV

Atoms and positions in Å:
Cl (-2.813, -0.104, -0.297)
S (2.412, -0.426, -0.169)
N (1.026, 0.668, 0.061)
C (-1.055, -0.570, 0.165)
C (-0.268, 0.596, 0.134)
H (-0.676, 1.511, 0.335)
H (-0.601, -1.648, -0.415)
H (-1.339, -1.030, 1.416)
H (3.315, 1.002, -1.230)